1.
C7H15Cl2N2OP | ωB97M-V/def2-TZVPD

Atoms and positions in Å:
Cl1 -4.489 1.132 -0.011
C1 -3.092 0.229 -0.597
C2 -2.098 0.125 0.515
N1 -0.817 -0.514 0.255
C3 -0.560 -1.917 0.705
C4 -0.857 -2.863 -0.443
Cl2 -0.178 -4.507 -0.359
N2 0.311 0.135 -0.059
O1 1.236 0.303 1.368
C5 2.503 0.571 0.894
C6 2.679 1.899 0.145
C7 2.077 1.677 -1.226
P1 0.290 1.492 -0.976
H1 -3.396 -0.784 -0.852
H2 -2.884 0.891 -1.479
H3 -2.516 -0.461 1.289
H4 -1.956 1.111 0.890
H5 0.609 -1.963 1.031
H6 -1.090 -2.058 1.545
H7 -0.576 -2.363 -1.406
H8 -1.906 -3.173 -0.542
H9 2.929 -0.265 0.418
H10 2.933 0.461 1.869
H11 2.178 2.679 0.728
H12 3.774 2.039 0.099
H13 2.197 2.530 -1.955
H14 2.585 0.930 -1.740
H15 0.115 2.666 -0.106

The calculation puts the energy at -1722.0402 Eh. Its HOMO-LUMO gap is 9.3 eV. The value obtained for the LUMO energy is 0.82 eV. The highest occupied orbital energy is -0.3130 hartree. For the molar mass, the calculation gives 245.1 g mol⁻¹. The energy relative to the best compared isomer or geometry (same formula, charge and spin) is 105.31 kcal/mol. Its total charge is 0.



2.
C7H15Cl2NO2P | ωB97M-V/def2-TZVPD

Atoms and positions in Å:
C1 1.306 -0.772 0.262
C2 -0.135 -1.231 0.006
P1 -1.224 -0.938 1.470
C3 -1.980 0.709 1.322
O1 -2.368 0.940 -0.128
N1 -3.689 1.067 -0.285
O2 -4.056 0.711 -1.367
C4 -2.611 -2.243 1.435
C5 -2.510 -3.384 0.398
H1 1.945 -1.297 -0.456
H2 1.410 0.291 0.097
H3 1.660 -1.055 1.252
H4 -0.480 -0.770 -0.922
H5 -0.097 -2.304 -0.184
H6 -2.931 0.597 1.853
H7 -3.542 -1.702 1.267
H8 -2.645 -2.661 2.437
H9 -3.512 -3.676 0.085
H10 -1.966 -3.095 -0.498
H11 -1.988 -4.232 0.840
Cl1 2.836 1.267 -1.602
C6 3.055 3.031 -1.544
C7 4.324 3.426 -0.832
Cl2 4.262 3.067 0.911
H12 2.178 3.459 -1.064
H13 3.091 3.385 -2.574
H14 4.479 4.500 -0.930
H15 5.186 2.911 -1.249

The calculation puts the energy at -1742.5422 Eh. Its HOMO-LUMO gap is 5.0 eV. The value obtained for the LUMO energy is 2.63 eV. The highest occupied orbital energy is -0.0853 hartree. For the molar mass, the calculation gives 247.1 g mol⁻¹. Its total charge is -1.



3.
C7H15ClINOPV | ωB97M-V/def2-TZVPD

Atoms and positions in Å:
C1 -0.191 -3.074 -1.159
I1 1.098 -3.462 1.067
H1 -1.274 -2.869 -1.065
H2 -0.123 -4.157 -1.438
H3 0.359 -2.539 -1.943
V1 0.108 -1.358 0.114
P1 -0.042 0.812 -1.197
C2 1.416 1.567 -1.969
C3 -1.266 0.607 -2.510
H4 -1.589 1.932 0.289
H5 -0.975 3.061 -0.934
H6 0.031 2.605 0.451
C4 -0.703 2.234 -0.271
H7 -2.246 0.399 -2.055
H8 -1.337 1.489 -3.152
H9 1.162 2.345 -2.700
H10 2.006 0.809 -2.488
H11 -1.013 -0.260 -3.127
H12 2.073 2.013 -1.216
C5 1.733 -0.361 0.276
O1 2.604 0.317 0.670
Cl1 -2.045 -0.953 0.468
C6 0.002 -0.091 4.445
C7 0.208 -0.330 3.047
N1 0.201 -0.643 1.932
H13 0.815 -0.523 5.049
H14 -0.946 -0.559 4.764
H15 -0.063 0.987 4.652

The calculation puts the energy at -2447.7305 Eh. Its HOMO-LUMO gap (alpha / beta) is 6.6 / 6.8 eV. The value obtained for the LUMO energy (alpha / beta) is -15.02 / -14.85 eV. The highest occupied orbital energy (alpha / beta) is -0.7961 / -0.7963 hartree. For the molar mass, the calculation gives 373.5 g mol⁻¹. Its expectation value of S² is 0.819. As for the spin multiplicity: 2. Its total charge is +3.



4.
C7H15ClN | ωB97M-V/def2-TZVPD

Atoms and positions in Å:
C1 2.187 0.543 0.808
C2 0.752 -0.195 0.910
C3 0.824 -1.603 1.532
N1 0.125 -0.165 -0.435
C4 0.945 -0.817 -1.539
Cl1 0.422 -1.110 -3.012
C5 -1.136 0.420 -0.967
C6 -1.179 1.863 -0.629
C7 -2.377 -0.281 -0.427
H1 2.101 1.515 0.177
H2 2.420 0.850 1.818
H3 3.017 -0.093 0.438
H4 0.000 0.413 1.598
H5 -0.175 -2.019 1.795
H6 1.261 -1.555 2.539
H7 1.443 -2.345 0.968
H8 1.900 -1.072 -1.129
H9 -1.110 0.342 -2.122
H10 -2.201 2.183 -0.829
H11 -0.792 2.005 0.437
H12 -0.349 2.533 -1.001
H13 -2.688 0.035 0.561
H14 -2.195 -1.384 -0.389
H15 -3.196 -0.062 -1.103

The calculation puts the energy at -790.3197 Eh. Its HOMO-LUMO gap is 9.1 eV. The value obtained for the LUMO energy is -5.43 eV. The highest occupied orbital energy is -0.5343 hartree. For the molar mass, the calculation gives 148.7 g mol⁻¹. The energy relative to the best compared isomer or geometry (same formula, charge and spin) is 72.60 kcal/mol. Its total charge is +1.



5.
C7H15ClN3 | ωB97M-V/def2-TZVPD

Atoms and positions in Å:
C1 -1.189 0.007 0.060
C2 -3.245 1.084 0.487
C3 -2.336 1.943 -0.426
C4 1.455 -0.427 -1.512
C5 1.828 -2.116 0.365
C6 1.645 1.307 1.194
C7 1.127 -0.901 -0.179
N1 -2.402 -0.162 0.490
N2 -1.087 1.158 -0.632
N3 -0.175 -0.910 0.255
Cl1 2.656 2.048 0.072
H1 -3.332 1.373 1.492
H2 -4.140 0.774 0.078
H3 -2.975 2.313 -1.224
H4 -2.026 2.773 0.218
H5 0.624 -0.240 -2.194
H6 2.058 -1.166 -1.920
H7 2.173 0.404 -1.534
H8 1.173 -2.423 1.102
H9 2.801 -1.819 0.884
H10 2.032 -2.956 -0.307
H11 2.021 0.762 2.035
H12 0.705 1.676 1.473
H13 -2.594 -0.802 1.314
H14 -0.158 1.563 -0.869
H15 -0.599 -1.776 0.770

The calculation puts the energy at -899.8134 Eh. Its HOMO-LUMO gap (alpha / beta) is 8.1 / 7.7 eV. The value obtained for the LUMO energy (alpha / beta) is -3.36 / -3.21 eV. The highest occupied orbital energy (alpha / beta) is -0.4205 / -0.3995 hartree. For the molar mass, the calculation gives 176.7 g mol⁻¹. The energy relative to the best compared isomer or geometry (same formula, charge and spin) is 63.82 kcal/mol. Its total charge is +1.



6.
C7H15IO2S | ωB97M-V/def2-TZVPD

Atoms and positions in Å:
C1 1.759 0.362 -0.995
C2 2.718 -1.288 0.613
C3 0.689 -1.804 -0.925
C4 -3.228 2.399 0.256
C5 -1.500 1.209 -1.062
C6 1.361 -0.773 -0.078
C7 -2.616 1.220 -0.302
O1 0.034 -1.700 2.011
O2 0.404 0.764 1.979
S1 -0.004 -0.318 1.104
I1 -3.413 -0.726 0.252
H1 1.019 0.620 -1.664
H2 1.886 1.154 -0.339
H3 2.670 0.072 -1.360
H4 3.263 -0.326 0.845
H5 3.145 -2.036 -0.065
H6 2.220 -1.760 1.598
H7 -0.298 -1.527 -1.161
H8 1.280 -1.874 -1.775
H9 0.533 -2.640 -0.366
H10 -3.436 2.445 1.338
H11 -4.245 2.433 -0.271
H12 -2.634 3.218 0.029
H13 -0.987 2.172 -1.241
H14 0.412 -1.613 2.966
H15 -1.032 0.316 -1.388

The calculation puts the energy at -1121.8072 Eh. Its HOMO-LUMO gap (alpha / beta) is 5.5 / 5.4 eV. The value obtained for the LUMO energy (alpha / beta) is 0.52 / -3.24 eV. The highest occupied orbital energy (alpha / beta) is -0.1849 / -0.3193 hartree. For the molar mass, the calculation gives 290.2 g mol⁻¹. Its expectation value of S² is 2.010. As for the spin multiplicity: 3. The energy relative to the best compared isomer or geometry (same formula, charge and spin) is 50.85 kcal/mol. Its total charge is 0.



7.
C7H15N | ωB97M-V/def2-TZVPD

Atoms and positions in Å:
H1 -1.454 0.365 -0.916
N1 -1.049 -0.626 -0.887
C1 0.071 -0.799 -0.312
C2 1.157 0.224 -0.089
C3 1.217 0.524 1.420
C4 0.897 1.519 -0.863
C5 2.484 -0.402 -0.545
H2 0.240 -1.769 0.151
H3 1.411 -0.385 1.990
H4 0.275 0.949 1.763
H5 2.014 1.237 1.630
H6 0.834 1.327 -1.936
H7 1.709 2.226 -0.689
H8 -0.030 1.994 -0.537
H9 3.308 0.287 -0.361
H10 2.457 -0.629 -1.611
H11 2.687 -1.325 -0.003
C6 -2.738 -1.306 -0.078
C7 -3.120 -0.145 0.578
H12 -2.360 -2.160 0.470
H13 -3.257 -1.579 -0.990
H14 -2.827 -0.001 1.609
H15 -3.925 0.472 0.206

The calculation puts the energy at -330.3655 Eh. Its HOMO-LUMO gap is 8.2 eV. The value obtained for the LUMO energy is 0.82 eV. The highest occupied orbital energy is -0.2712 hartree. For the molar mass, the calculation gives 113.2 g mol⁻¹. The energy relative to the best compared isomer or geometry (same formula, charge and spin) is 64.27 kcal/mol. Its total charge is 0.



8.
C7H15N | ωB97M-V/def2-TZVPD

Atoms and positions in Å:
C1 3.403 -0.217 0.656
C2 2.076 0.328 1.156
C3 0.501 0.701 -0.983
N1 -0.361 -1.565 0.137
C4 -1.183 -0.532 0.000
C5 -0.813 0.480 -0.959
C6 -1.881 1.290 -1.689
C7 -2.098 -0.263 1.144
H1 3.313 -1.282 0.442
H2 4.230 0.005 1.334
H3 3.671 0.224 -0.310
H4 1.658 -0.230 1.995
H5 2.146 1.368 1.464
H6 1.140 1.172 -1.714
H7 1.394 0.302 -0.020
H8 -0.637 -2.463 0.496
H9 0.519 -1.522 -0.362
H10 -2.908 0.923 -1.527
H11 -1.971 2.283 -1.268
H12 -1.601 1.347 -2.735
H13 -1.447 -0.011 1.981
H14 -2.788 0.539 0.894
H15 -2.673 -1.126 1.478

The calculation puts the energy at -330.2622 Eh. Its HOMO-LUMO gap is 5.6 eV. The value obtained for the LUMO energy is -0.08 eV. The highest occupied orbital energy is -0.2097 hartree. For the molar mass, the calculation gives 113.2 g mol⁻¹. The energy relative to the best compared isomer or geometry (same formula, charge and spin) is 129.11 kcal/mol. Its total charge is 0.



- The highest energy belongs to which entry?
  number 8



- What is the energy in the fourth record?
  -790.3197 Eh



- What is the formula in the second record?
  C7H15Cl2NO2P



Repeat the fifth record exactly.
C7H15ClN3 | ωB97M-V/def2-TZVPD

Atoms and positions in Å:
C1 -1.189 0.007 0.060
C2 -3.245 1.084 0.487
C3 -2.336 1.943 -0.426
C4 1.455 -0.427 -1.512
C5 1.828 -2.116 0.365
C6 1.645 1.307 1.194
C7 1.127 -0.901 -0.179
N1 -2.402 -0.162 0.490
N2 -1.087 1.158 -0.632
N3 -0.175 -0.910 0.255
Cl1 2.656 2.048 0.072
H1 -3.332 1.373 1.492
H2 -4.140 0.774 0.078
H3 -2.975 2.313 -1.224
H4 -2.026 2.773 0.218
H5 0.624 -0.240 -2.194
H6 2.058 -1.166 -1.920
H7 2.173 0.404 -1.534
H8 1.173 -2.423 1.102
H9 2.801 -1.819 0.884
H10 2.032 -2.956 -0.307
H11 2.021 0.762 2.035
H12 0.705 1.676 1.473
H13 -2.594 -0.802 1.314
H14 -0.158 1.563 -0.869
H15 -0.599 -1.776 0.770

The calculation puts the energy at -899.8134 Eh. Its HOMO-LUMO gap (alpha / beta) is 8.1 / 7.7 eV. The value obtained for the LUMO energy (alpha / beta) is -3.36 / -3.21 eV. The highest occupied orbital energy (alpha / beta) is -0.4205 / -0.3995 hartree. For the molar mass, the calculation gives 176.7 g mol⁻¹. The energy relative to the best compared isomer or geometry (same formula, charge and spin) is 63.82 kcal/mol. Its total charge is +1.